Formula: C22H23Cl2N6O5PSY
Source: OMol25
Level of theory: ωB97M-V/def2-TZVPD

Atoms and positions in Å:
Y: -0.44 -0.44 0.54
O: 0.48 2.92 -2.12
C: 1.00 2.06 -1.27
O: 0.56 0.93 -1.15
C: 2.23 2.61 -0.59
O: 2.68 1.84 0.48
C: 2.15 2.23 1.76
C: 0.68 1.82 1.74
O: -0.11 2.51 1.09
O: 0.39 0.66 2.22
H: -0.29 2.53 -2.57
H: 2.03 3.65 -0.32
H: 3.02 2.61 -1.35
H: 2.25 3.30 1.91
H: 2.72 1.68 2.50
C: 3.02 -5.02 -0.59
N: 2.69 -3.61 -0.45
C: 3.58 -2.57 -0.49
C: 2.85 -1.43 -0.31
N: 1.53 -1.76 -0.16
C: 1.46 -3.08 -0.25
P: -0.03 -4.10 -0.02
C: -0.44 -3.48 1.65
N: -0.12 -2.29 2.14
C: -0.57 -2.26 3.42
C: -1.18 -3.45 3.72
N: -1.08 -4.22 2.59
C: -1.72 -5.51 2.41
C: -1.16 -3.16 -1.10
N: -1.11 -1.86 -1.36
C: -2.10 -1.61 -2.27
C: -2.76 -2.77 -2.55
N: -2.16 -3.75 -1.80
C: -2.61 -5.13 -1.75
H: 4.06 -5.11 -0.88
H: 2.87 -5.54 0.35
H: 2.40 -5.48 -1.36
H: 4.63 -2.73 -0.65
H: 3.19 -0.41 -0.26
H: -0.44 -1.38 4.04
H: -1.65 -3.81 4.61
H: -1.66 -6.07 3.34
H: -2.76 -5.37 2.14
H: -1.20 -6.07 1.63
H: -2.29 -0.63 -2.66
H: -3.59 -2.99 -3.20
H: -2.77 -5.50 -2.76
H: -1.84 -5.74 -1.27
H: -3.53 -5.19 -1.18
Cl: -2.56 1.38 -0.11
C: -3.93 0.36 -0.47
C: -4.85 0.82 -1.40
C: -5.93 0.02 -1.73
C: -6.07 -1.22 -1.13
C: -5.14 -1.65 -0.20
Cl: -5.34 -3.24 0.47
C: -4.03 -0.88 0.18
S: -2.87 -1.43 1.36
H: -4.71 1.79 -1.85
H: -6.67 0.37 -2.44
H: -6.91 -1.86 -1.37

Summary:
LUMO level ... -2.28 eV
Net charge ... +1
Orbital gap ... 0.2807 hartree
F_max ... 0.0076 Eh/bohr
2S+1 ... 1

These are the Mulliken partial charges, in e, on atoms 1 to 4: Y 0.9977; O -0.5015; C 0.6885; O -0.4417